[1]
14
Properties=species:S:1:pos:R:3:forces:R:3:lowdin_charge:R:1 method="wB97M-V/def2-TZVPD" charge=0 e_above_lowest_kcal_mol=109.77 e_homo_ev=-9.17
N 0.6133 2.3529 -1.6249 -0.68 -0.27 0.56 -0.131
C -0.4091 2.2352 -1.0557 0.71 0.24 -0.60 -0.299
C -0.1741 0.5090 0.8839 0.19 -0.20 0.02 -0.030
C 1.0841 0.0998 0.4207 -0.07 -0.27 0.41 -0.164
C 0.8800 -1.1938 -0.2944 -0.14 -0.03 -0.04 -0.054
C -0.4249 -1.4812 -0.3288 0.13 0.00 -0.03 -0.064
C -1.2086 -0.4438 0.4296 0.14 0.11 -0.05 -0.157
H -0.3777 1.3910 1.4773 0.05 -0.08 -0.10 0.128
H 0.8877 0.9805 -0.4175 -0.27 0.28 -0.10 0.125
H 2.0127 0.4119 0.8945 -0.11 0.03 -0.16 0.145
H 1.6845 -1.7544 -0.7535 -0.13 0.08 0.04 0.112
H -0.8885 -2.3249 -0.8252 0.09 0.11 0.07 0.110
H -1.9873 0.0750 -0.1379 0.04 -0.07 0.05 0.129
H -1.6921 -0.8573 1.3320 0.05 0.06 -0.07 0.150

[2]
19
Properties=species:S:1:pos:R:3:forces:R:3:lowdin_charge:R:1 method="wB97M-V/def2-TZVPD" charge=-1 e_above_lowest_kcal_mol=0.00 e_homo_ev=-4.35
C -0.9558 -0.7891 -2.4056 -1.85 0.17 -1.68 -0.071
C -0.3083 -0.0404 -1.4619 -0.02 -1.66 0.24 -0.030
C -1.3579 -2.0640 -1.9903 0.03 -1.35 -2.17 -0.228
C -0.2795 -1.8287 0.0290 0.94 -3.72 0.88 -0.086
C 0.1583 -0.5554 -0.2308 -1.48 -0.01 -0.30 -0.152
C 0.7809 0.4383 0.6814 0.06 0.41 3.24 -0.456
N -0.9621 -2.5952 -0.8871 0.44 0.37 2.74 0.010
N -0.2733 1.4539 1.1624 0.78 -0.19 -0.46 -0.178
O 1.8076 2.8162 1.9520 -1.39 -0.18 0.07 -0.548
O 0.7002 1.3472 3.5582 -0.19 -0.01 0.14 -0.559
O 1.7911 1.1227 0.0324 -0.49 0.31 -1.47 -0.055
S 0.4617 2.3833 2.5266 0.60 0.26 0.12 0.660
H -1.3372 -0.3752 -3.4372 0.91 -0.66 2.28 0.131
H -0.2464 0.9626 -1.6209 0.85 2.72 -0.45 0.084
H -1.8928 -2.8579 -2.5838 0.26 1.48 -0.12 0.107
H 0.0072 -2.5795 0.9151 -0.41 2.59 -1.49 0.148
H 1.3018 0.1221 1.6585 -1.23 -0.90 -1.27 0.141
H -1.1614 1.0839 1.5596 1.13 -0.20 -0.43 0.070
H 1.7658 1.9554 0.5426 1.05 0.58 0.12 0.011

[3]
17
Properties=species:S:1:pos:R:3:forces:R:3:lowdin_charge:R:1 method="wB97M-V/def2-TZVPD" charge=0 e_above_lowest_kcal_mol=29.47 smiles="CC(=O)Nc1ncccn1" e_homo_ev=-9.21
C -2.5678 1.6898 -1.1258 0.46 5.88 5.90 -0.025
C -1.7750 0.5652 -0.6922 -0.03 -4.54 -0.01 -0.468
C 0.3668 -0.0541 0.3001 3.12 -1.69 1.37 -0.347
C 2.1708 -0.7012 1.6059 -0.72 2.30 5.64 -0.203
C 2.4537 -1.6331 0.7095 2.10 -2.68 -2.05 -0.112
C 1.7162 -1.7217 -0.4532 -0.46 0.94 -0.89 -0.108
H -2.9611 1.4802 -1.9985 -2.54 -0.98 -4.12 0.015
H -3.3664 1.8921 -0.2407 1.33 -0.74 -2.28 0.150
H -2.0916 2.8062 -1.1796 -0.48 -2.96 0.07 0.140
H -0.8728 1.3698 0.8989 0.10 1.17 1.16 0.126
H 2.5988 -0.4859 2.7742 -0.31 -1.14 -3.70 0.177
H 3.3161 -2.2638 0.7878 0.31 -0.27 0.24 0.095
H 2.0263 -2.3288 -1.3330 -0.31 0.14 1.02 0.125
N -0.6308 0.8434 0.1079 -1.14 -0.67 -1.34 0.138
N 1.1200 0.0618 1.4711 -2.87 1.47 -2.01 0.101
N 0.6682 -0.9215 -0.6792 -0.12 0.34 0.36 0.136
O -2.1713 -0.5983 -0.9532 1.57 3.42 0.64 0.061

[4]
18
Properties=species:S:1:pos:R:3:forces:R:3:lowdin_charge:R:1 method="wB97M-V/def2-TZVPD" charge=0 e_above_lowest_kcal_mol=125.46 smiles="NN1OCC=C1c1ccon1" e_homo_ev=-8.29
C 0.4835 -1.6491 -1.7284 1.79 2.14 0.06 0.011
C 1.4657 -1.4953 -2.6634 1.05 0.56 -0.94 -0.087
C 0.5479 -0.3791 -0.9732 2.53 -0.84 -0.13 -0.189
C 0.0961 -0.4378 1.6788 -0.46 1.07 -3.55 0.030
C -0.0598 -0.0150 0.3548 -0.76 -1.12 2.36 -0.156
C -0.8570 0.2845 2.5294 -2.90 -1.02 0.64 -0.237
N 1.5629 0.3739 -1.4426 -1.90 -0.81 0.98 0.099
N -1.2213 0.8009 0.2677 -0.10 0.72 0.29 -0.130
N -0.9825 2.0094 -0.3870 0.39 -0.27 0.11 0.069
O 2.1189 -0.2846 -2.4888 -1.28 -1.29 -0.37 -0.065
O -1.6512 1.0727 1.6757 0.47 0.42 -1.58 -0.093
H 0.0952 -2.5832 -1.4423 -1.11 -0.61 0.09 0.091
H 1.8772 -2.0633 -3.5709 -0.87 0.73 1.85 0.153
H 0.6160 -1.2622 2.0745 1.10 -0.63 0.01 0.094
H -1.6447 -0.3114 3.1056 1.18 -0.28 -0.76 0.140
H -0.4840 0.8884 3.3019 1.34 1.01 1.00 0.090
H -1.8126 2.5677 -0.2726 -0.05 0.19 -0.14 0.085
H -0.1503 2.4836 -0.0192 -0.43 0.01 0.09 0.098

[5]
21
Properties=species:S:1:pos:R:3:forces:R:3:lowdin_charge:R:1 method="wB97M-V/def2-TZVPD" charge=-1 e_above_lowest_kcal_mol=26.71 e_homo_ev=-3.85
C 0.5635 0.7571 -2.0958 -2.14 -2.70 -0.40 -0.026
C -0.2130 -0.3045 -1.7617 1.74 4.51 5.38 -0.069
C 1.2117 1.8689 -1.3861 0.66 1.45 -1.13 -0.338
C 1.5685 0.3635 0.4316 1.40 0.16 -0.15 0.019
C 2.6852 2.0659 -2.0271 -1.92 -0.42 1.87 -0.732
C 0.1817 0.0519 0.7112 -2.73 -0.45 1.43 -0.574
N -0.5933 -0.5073 -0.3773 1.03 0.18 -3.15 0.039
N 0.2743 -1.0117 1.7204 -1.64 -0.19 1.24 0.072
N -0.4744 1.2439 1.2428 2.83 0.44 0.56 0.109
N 2.6154 0.1857 0.9121 -0.86 0.57 -1.39 -0.087
O 0.5950 2.7390 -0.7733 0.41 -0.36 0.03 0.017
O 2.5230 2.6288 -3.0929 0.13 0.91 -1.85 0.003
O 3.6308 1.6115 -1.4148 1.47 -0.40 0.51 0.000
O 3.7467 0.0670 1.2227 1.25 -0.21 0.75 0.050
H 0.7144 0.7553 -3.1305 0.81 0.42 -1.51 0.089
H -0.6751 -1.0294 -2.2786 -1.08 -2.06 -2.83 0.061
H -1.1521 -1.3316 -0.3771 0.12 -0.52 1.60 0.097
H 0.5920 -0.6683 2.6232 -0.05 0.19 -0.41 0.078
H 0.8413 -1.7976 1.4505 0.18 0.07 -0.39 0.073
H -0.0922 2.1408 0.9173 -0.43 -0.93 -0.05 0.064
H -1.4120 1.2744 1.5282 -1.16 -0.64 -0.09 0.054

[6]
15
Properties=species:S:1:pos:R:3:forces:R:3:lowdin_charge:R:1 method="wB97M-V/def2-TZVPD" charge=0 e_above_lowest_kcal_mol=37.57 smiles="C[C@H]1OCC=C1C#N" e_homo_ev=-9.57
C 0.9009 1.8730 0.4499 0.25 0.52 -0.83 -0.026
C 0.6082 0.6758 -0.5394 1.68 1.85 2.62 -0.283
C 1.3393 -1.3558 0.2866 1.26 -0.19 -1.19 -0.164
C -0.1559 -1.3878 0.1722 0.40 -1.09 1.09 0.021
C -0.5845 -0.1891 -0.2186 0.75 -1.75 -0.02 -0.182
C -1.9762 -0.0265 -0.1250 0.31 1.51 -0.34 -0.196
H 1.9372 2.2504 0.2533 -0.94 -0.35 -0.24 0.092
H 0.8770 1.7909 1.5420 -0.37 -0.99 -0.25 0.081
H 0.2007 2.6455 0.2002 -0.33 0.82 -0.05 0.059
H 0.6800 1.0982 -1.5246 -0.46 0.00 -0.63 0.140
H 1.8315 -2.1027 -0.3478 -0.18 -0.59 0.67 0.125
H 1.7738 -1.3314 1.2952 -0.52 -0.54 0.05 0.131
H -0.7871 -2.2769 0.4880 0.86 1.43 -0.45 0.156
N -3.0681 0.2198 0.0982 -1.22 -0.04 0.01 0.166
O 1.7716 -0.1438 -0.3435 -1.50 -0.59 -0.45 -0.121

[7]
15
Properties=species:S:1:pos:R:3:forces:R:3:lowdin_charge:R:1 method="wB97M-V/def2-TZVPD" charge=0 e_above_lowest_kcal_mol=132.95 smiles="C=CC(O)(C#N)C=C" e_homo_ev=-10.17
C -0.2464 0.5425 0.2887 4.42 -8.63 -1.59 -0.693
C -0.0391 -0.9477 1.1048 -4.01 1.83 -0.07 -0.135
C 1.0544 -1.6263 1.2846 2.62 -3.04 1.26 -0.041
C -1.0866 0.0278 -0.7478 -1.06 2.31 -5.72 -0.222
C -1.1396 -1.1841 -1.2565 -2.12 1.95 -1.62 0.022
C 0.9868 0.8846 -0.4414 4.06 1.27 -3.63 -0.123
H -0.7530 1.5210 1.7993 -0.31 0.34 -2.52 0.197
H -1.1704 -1.4028 1.2153 3.16 1.17 0.39 0.167
H 1.1040 -2.7547 1.8082 -0.44 3.25 -1.59 0.131
H 2.0726 -1.2574 0.9622 -1.29 -0.24 0.48 0.077
H -1.4346 0.9254 -1.5748 0.42 -2.21 2.92 0.195
H -0.5278 -1.9309 -0.7697 -0.72 -0.90 -0.94 0.062
H -1.8675 -0.9395 -2.1293 1.58 -2.69 0.92 0.110
N 1.7998 1.1267 -1.2815 -3.02 -0.92 3.70 0.169
O -0.8999 1.4714 0.7830 -3.30 6.51 8.01 0.084

[8]
15
Properties=species:S:1:pos:R:3:forces:R:3:lowdin_charge:R:1 method="wB97M-V/def2-TZVPD" charge=0 e_above_lowest_kcal_mol=133.21 smiles=c1nocc1C1CC1 e_homo_ev=-8.90
C -2.5258 0.7294 -0.3125 1.68 1.52 0.88 -0.076
C -2.1161 -0.8645 -0.3152 -3.10 0.08 -0.99 -0.127
C -1.3926 0.0957 0.5350 0.10 -2.00 3.51 -0.362
C 0.0635 0.1849 0.3574 4.82 -3.63 -2.36 -0.130
C 1.1219 1.0665 -0.0138 -2.27 5.88 2.79 -0.197
C 0.9346 -0.9936 0.1676 -3.91 4.32 0.46 -0.105
H -2.2610 1.8084 -0.9511 -0.31 -4.07 1.05 0.171
H -3.3433 1.0594 0.3199 -0.24 -0.62 -0.09 0.054
H -2.8595 -1.6884 0.1280 1.48 2.44 -0.72 0.142
H -1.7424 -1.2502 -1.2493 0.56 0.25 -0.13 0.081
H -1.4986 -0.3739 1.6960 -0.48 2.32 -2.76 0.197
H 0.9900 2.2179 0.2013 0.37 -2.19 -1.02 0.158
H 0.8248 -1.9481 -0.0805 -1.79 -4.34 0.04 0.099
N 2.3433 0.6986 -0.1729 -0.66 -2.22 -0.67 0.111
O 2.1218 -0.7532 -0.1706 3.76 2.27 0.01 -0.015

[9]
15
Properties=species:S:1:pos:R:3:forces:R:3:lowdin_charge:R:1 method="wB97M-V/def2-TZVPD" charge=0 e_above_lowest_kcal_mol=145.71 e_homo_ev=-9.07
C 1.5543 -0.0795 1.2109 -4.46 -1.81 -1.78 -0.467
C -0.3548 -0.7465 0.1388 -0.88 -1.23 6.12 -0.390
C -0.8010 -0.5160 -1.1736 -1.75 3.24 -4.09 -0.190
C -0.6413 1.0753 -1.2436 3.34 0.81 -0.90 -0.042
C -0.2294 1.6680 -0.0637 -0.23 -5.90 -1.72 -0.038
C 0.1037 0.5461 0.9946 -4.43 2.61 -0.60 -0.120
H 1.3758 -2.4968 1.0166 -0.78 4.26 -2.39 0.302
H -1.3695 -1.2952 0.5911 3.45 0.61 0.28 0.194
H -0.6502 -1.2432 -2.0265 1.41 1.22 0.73 0.142
H -1.8712 -0.5686 -1.2777 -0.92 -0.31 0.79 0.088
H -0.3562 1.5842 -2.2465 -1.40 -0.59 1.70 0.122
H 0.2892 2.5259 0.0067 0.92 3.41 0.07 0.050
H -0.6441 0.7092 1.8831 2.09 -0.52 -0.96 0.163
N 1.0373 -1.0823 0.3802 2.16 -6.87 1.65 0.068
O 2.5574 -0.0807 1.8095 1.48 1.07 1.09 0.116

[10]
18
Properties=species:S:1:pos:R:3:forces:R:3:lowdin_charge:R:1 method="wB97M-V/def2-TZVPD" charge=0 e_above_lowest_kcal_mol=84.68 e_homo_ev=-8.33
C 0.6447 -1.1556 -1.3629 -0.09 -0.89 -2.50 -0.223
C 0.1536 -2.1132 -0.5714 -0.69 -0.67 0.28 -0.288
C -0.0592 0.1626 1.1989 0.67 -1.02 -1.18 -0.228
C 0.6711 0.7018 0.1731 -1.02 -1.83 1.88 -0.429
C -2.0843 1.2714 -0.7135 0.43 -0.49 0.06 -0.445
C 1.1168 2.1321 0.2620 2.56 -3.00 0.86 -0.021
N -3.0278 0.8911 -0.1327 -2.25 -0.01 -0.08 0.233
O -1.2121 1.5856 -1.3879 1.17 1.20 -1.72 0.157
O 1.0336 -2.0901 1.8705 0.57 -0.85 0.89 -0.351
O 0.9913 0.0725 -1.0642 0.35 1.19 0.59 -0.012
S -0.2965 -1.6062 1.0290 0.22 0.44 0.33 0.969
H 0.7168 -1.3871 -2.4880 0.29 0.59 1.81 0.162
H -0.1049 -3.1483 -0.9358 0.27 1.48 0.40 0.100
H 1.3600 2.4172 1.2778 -0.30 -0.30 0.33 0.088
H 0.2929 2.6378 -0.0506 -1.47 2.37 -1.62 0.037
H 2.0822 2.0789 -0.2363 -0.22 1.20 -0.84 0.097
H 0.9486 -2.9197 2.4120 -0.46 1.10 -0.82 0.086
H -3.2268 0.4692 0.7199 -0.06 -0.49 1.32 0.068